(1)
The following is a DFT calculation (ωB97M-V/def2-TZVPD) of a structure of composition C37H39BCl4CrGeN9O2SSe in a non-equilibrium geometry.

```
96
Properties=species:S:1:pos:R:3
Cr -1.3800 0.8038 -0.4099
C -4.7373 2.2211 -0.3772
C -3.8832 2.2234 0.8424
C -4.2652 2.6926 2.0981
C -3.1725 2.5027 2.9189
C -3.0031 2.8396 4.3630
N -2.2008 1.9580 2.1767
N -2.6191 1.7845 0.8976
B -0.8192 1.4517 2.5876
N -0.7403 -0.0557 2.3444
N -0.8280 -0.5221 1.0727
C -0.7136 -1.8564 1.1449
C -0.7980 -2.7792 -0.0229
C -0.5560 -2.2367 2.4729
C -0.5826 -1.0650 3.2057
C -0.4627 -0.8751 4.6798
N 0.2011 2.1641 1.6663
N 0.1327 2.0466 0.2979
C 1.1185 2.8253 -0.1925
C 1.3469 3.0794 -1.6371
C 1.8229 3.4047 0.8523
C 1.2107 2.9598 2.0115
C 1.5451 3.2845 3.4271
H -5.7618 1.9738 -0.0983
H -4.7422 3.2072 -0.8453
H -4.4066 1.5020 -1.1180
H -5.2209 3.1089 2.3679
H -3.9067 3.3236 4.7278
H -2.8248 1.9471 4.9636
H -2.1627 3.5166 4.5163
H -0.6164 1.6982 3.7391
H -0.3650 -2.3452 -0.9161
H -0.2700 -3.7041 0.2091
H -1.8385 -3.0373 -0.2385
H -0.4469 -3.2381 2.8540
H -0.3444 -1.8448 5.1590
H 0.4036 -0.2615 4.9311
H -1.3477 -0.3897 5.0918
H 0.9714 2.2873 -2.2700
H 0.8473 4.0025 -1.9385
H 2.4134 3.1953 -1.8325
H 2.6599 4.0781 0.7733
H 2.3905 3.9692 3.4517
H 0.7023 3.7536 3.9348
H 1.8117 2.3831 3.9797
Cl -3.7501 1.7684 -3.6157
Ge -1.9587 2.3109 -2.4204
Cl -2.2302 4.4693 -2.1228
Cl -0.6269 2.3329 -4.2184
S -0.5042 -1.3638 -4.4568
C -1.1878 -0.8519 -2.9819
N -0.3709 -0.3768 -2.0857
C 0.9382 -0.4214 -2.5715
C 2.0808 -0.0493 -1.8618
C 3.3022 -0.1457 -2.4938
C 3.4069 -0.6073 -3.8142
C 2.2902 -1.0099 -4.5113
C 1.0565 -0.9241 -3.8688
H -2.2525 -0.9148 -2.8148
H 1.9829 0.2997 -0.8406
H 4.2024 0.1418 -1.9692
H 4.3773 -0.6432 -4.2914
H 2.3638 -1.3730 -5.5274
Cl -7.6810 -4.2519 -3.1344
C -6.5347 -3.2715 -2.2670
C -5.9640 -2.1781 -2.8963
C -5.0406 -1.4082 -2.2047
C -4.7024 -1.7278 -0.8947
C -5.2976 -2.8212 -0.2752
C -6.2139 -3.6020 -0.9592
C -3.6971 -0.9261 -0.1188
O -3.6892 -0.9229 1.0892
O -2.8425 -0.2756 -0.9096
H -6.2350 -1.9375 -3.9149
H -4.5947 -0.5445 -2.6824
H -5.0313 -3.0478 0.7488
H -6.6780 -4.4581 -0.4899
C 3.5274 -3.0679 0.3030
N 4.3554 -1.8789 0.3562
C 3.9311 -0.6694 0.8268
Se 2.7010 -0.3707 2.1432
N 4.9653 0.1930 0.5706
C 6.0298 -0.4552 -0.0298
C 7.2583 -0.0100 -0.4992
C 8.0748 -0.9482 -1.1064
C 7.6747 -2.2814 -1.2503
C 6.4464 -2.7204 -0.7881
C 5.6342 -1.7800 -0.1694
H 2.5629 -2.8198 0.7404
H 3.9830 -3.8716 0.8820
H 3.4034 -3.3846 -0.7331
H 4.8900 1.1745 0.7773
H 7.5679 1.0201 -0.3853
H 9.0405 -0.6429 -1.4858
H 8.3360 -2.9818 -1.7417
H 6.1385 -3.7514 -0.8971
```

- Frontier orbital gap (spin up / spin down): 6.71 / 7.24 eV
- Total energy: -268403.30327 eV
- Spin multiplicity: 2
- E_HOMO (spin up / spin down): -7.78 / -7.78 eV
- Max |F|: 0.041 hartree/bohr
- ⟨S²⟩: 0.758
- Relative energy (zero: lowest compared OMol25 entry of this formula, charge and spin): 12.18 kcal per mole

(2)
The following is a DFT calculation (ωB97M-V/def2-TZVPD) of the molecule C3H6N2O2 in a non-equilibrium geometry.

```
13
Properties=species:S:1:pos:R:3
C 0.0013 -1.3298 -1.4503
C 0.8779 -0.2394 -0.9806
O 1.8845 0.2247 -1.4845
N 0.6077 0.4288 0.3354
C -0.6383 0.2566 0.9213
N -1.0689 1.2766 1.7810
O -1.4444 -0.6604 0.7251
H -0.9617 -0.9374 -1.7945
H -0.4213 -1.9871 -0.6408
H 0.7049 -1.8476 -2.2083
H 1.3611 0.9775 0.8130
H -0.5356 2.1317 1.8159
H -1.8855 1.0865 2.3321
```

- Frontier orbital gap: 10.86 eV
- SMILES: CC(=O)NC(N)=O
- Total energy: -10283.90587 eV
- E_HOMO: -10.18 eV
- Max |F|: 0.089 hartree/bohr
- Relative energy (zero: lowest compared OMol25 entry of this formula, charge and spin): 20.56 kcal per mole